No. 1
This record from the Open Molecules 2025 dataset describes C9H20Br4FeN as an isolated structure. The level of theory is ωB97M-V/def2-TZVPD.

Values from the calculation:
spin multiplicity = 5
HOMO (alpha / beta) = -3.8 / -3.4 eV
energy above the lowest of the compared OMol25 structures with the same formula, charge and spin = 205.3 kJ/mol
expectation value of S² = 6.008
net charge = -1

Element x y z (Å)
Fe: -4.44 3.15 -3.66
C: -1.97 1.36 -1.26
C: -0.87 1.93 -0.39
C: -0.24 1.03 0.69
C: 0.53 -0.06 -0.01
N: 1.49 -0.86 0.89
C: 0.80 -1.49 2.10
C: 1.52 -2.83 2.38
C: 2.09 -3.20 1.02
C: 2.03 -2.04 0.06
C: 2.64 -0.04 1.38
H: -2.72 0.80 -0.68
H: -1.56 0.62 -1.96
H: -2.45 2.10 -1.88
H: -1.20 2.86 0.07
H: -0.07 2.26 -1.06
H: -1.00 0.57 1.33
H: 0.37 1.68 1.31
H: 1.23 0.26 -0.78
H: -0.12 -0.83 -0.42
H: 1.02 -0.87 2.96
H: -0.25 -1.53 1.85
H: 2.33 -2.66 3.09
H: 0.82 -3.56 2.76
H: 3.11 -3.60 1.16
H: 1.65 -4.13 0.63
H: 3.00 -1.78 -0.35
H: 1.35 -2.21 -0.77
H: 3.23 -0.69 2.02
H: 2.24 0.87 1.82
H: 3.32 0.21 0.57
Br: -2.17 3.20 -4.74
Br: -5.19 0.75 -3.58
Br: -5.98 4.57 -5.20
Br: -4.54 4.14 -1.34

How positive or negative is each atom? The Mulliken charges in e answer that:
1. Fe 0.43
2. C -0.50
3. C -0.72
4. C -0.16
5. C -0.98
6. N 0.34
7. C -0.46
8. C -0.67
9. C -0.53
10. C -0.57
11. C -1.02
12. H 0.32
13. H 0.30
14. H -0.18
15. H 0.38
16. H 0.26
17. H 0.37
18. H 0.31
19. H 0.32
20. H 0.43
21. H 0.24
22. H 0.48
23. H 0.33
24. H 0.34
25. H 0.31
26. H 0.38
27. H 0.32
28. H 0.34
29. H 0.47
30. H 0.33
31. H 0.30
32. Br -0.63
33. Br -0.62
34. Br -0.61
35. Br -0.64

No. 2
This record from the Open Molecules 2025 dataset describes C9H20CdNO8P2SSbSe4 as an isolated structure. The level of theory is ωB97M-V/def2-TZVPD.

Values from the calculation:
HOMO = -1.6 eV
energy above the lowest of the compared OMol25 structures with the same formula, charge and spin = 12.6 kJ/mol
net charge = -2

Element x y z (Å)
Cd: 0.37 1.31 0.99
C: 3.12 2.25 -3.31
C: 2.93 2.68 -1.87
O: 3.93 3.68 -1.56
P: 3.26 1.32 -0.68
O: 2.86 -0.06 -1.30
O: 4.86 1.25 -0.73
O: 2.70 1.62 0.66
P: 1.22 3.36 -1.62
O: 1.55 4.40 -0.38
O: 0.80 4.17 -2.79
O: 0.38 2.23 -1.09
H: 4.12 1.85 -3.46
H: 2.95 3.11 -3.96
H: 2.39 1.47 -3.57
H: 3.52 4.25 -0.88
H: 2.00 -0.42 -0.92
H: 5.17 2.17 -0.83
H: 1.21 5.26 -0.64
C: -5.22 -0.39 1.95
C: -4.69 0.58 0.90
C: -4.17 -0.10 -0.29
N: -3.80 -0.63 -1.24
H: -5.61 0.17 2.80
H: -4.42 -1.04 2.32
H: -6.02 -1.02 1.54
H: -3.87 1.16 1.34
H: -5.46 1.28 0.56
Se: -0.90 0.23 6.39
Sb: -0.72 -0.38 4.06
Se: -1.51 1.64 2.67
Se: 1.54 -0.46 3.06
Se: -2.03 -2.41 3.53
O: 0.59 -0.71 -0.28
S: -0.25 -1.66 0.61
C: 0.77 -3.13 0.91
C: 0.12 -4.31 0.20
C: -0.52 -3.75 -1.07
C: -1.30 -2.53 -0.60
H: 0.85 -3.23 1.99
H: 1.74 -2.86 0.50
H: -0.65 -4.73 0.84
H: 0.86 -5.09 -0.01
H: -1.17 -4.47 -1.57
H: 0.26 -3.44 -1.78
H: -2.19 -2.82 -0.04
H: -1.57 -1.80 -1.36

How positive or negative is each atom? The Mulliken charges in e answer that:
1. Cd 1.66
2. C -1.81
3. C 1.06
4. O -0.67
5. P 0.96
6. O -0.63
7. O -0.59
8. O -0.92
9. P 0.82
10. O -0.60
11. O -0.83
12. O -0.67
13. H 0.38
14. H 0.42
15. H 0.37
16. H 0.44
17. H 0.58
18. H 0.43
19. H 0.27
20. C -0.83
21. C 0.24
22. C 0.25
23. N -0.54
24. H 0.30
25. H 0.04
26. H 0.35
27. H -0.15
28. H 0.30
29. Se -0.77
30. Sb 0.78
31. Se -0.86
32. Se -0.65
33. Se -0.75
34. O -0.98
35. S 0.56
36. C -0.72
37. C -0.55
38. C -0.68
39. C -0.79
40. H 0.44
41. H 0.36
42. H 0.29
43. H 0.33
44. H 0.35
45. H 0.27
46. H 0.37
47. H 0.41

No. 3
This record from the Open Molecules 2025 dataset describes a 9-piece molecular cluster, C9H20Cl14N2O4 overall. The level of theory is ωB97M-V/def2-TZVPD.

Values from the calculation:
spin multiplicity = 2
HOMO (alpha / beta) = -12.7 / -12.6 eV
expectation value of S² = 0.753
net charge = +1

Element x y z (Å)
C: -0.79 0.03 -6.20
N: -1.05 0.36 -4.82
O: -1.93 1.20 -4.56
O: -0.32 -0.16 -3.93
H: 0.17 -0.48 -6.29
H: -0.74 1.02 -6.65
H: -1.59 -0.53 -6.69
C: -1.26 2.06 3.39
N: -2.43 1.44 4.12
O: -3.17 2.24 4.68
O: -2.53 0.21 4.19
H: -1.42 3.12 3.24
H: -1.36 1.58 2.41
H: -0.32 1.75 3.84
C: -1.92 -3.53 -0.14
Cl: -3.21 -2.60 0.61
Cl: -2.69 -4.66 -1.30
H: -1.20 -2.87 -0.62
H: -1.43 -4.09 0.65
C: 0.78 -0.32 0.54
Cl: -0.18 -0.31 -0.97
Cl: -0.16 -1.01 1.87
H: 1.72 -0.87 0.52
H: 1.04 0.72 0.76
C: 0.04 4.10 -1.22
Cl: -1.63 4.75 -1.48
Cl: 0.14 3.15 0.30
H: 0.29 3.48 -2.08
H: 0.79 4.89 -1.27
C: 5.54 -2.85 -1.19
Cl: 7.06 -3.16 -0.35
Cl: 4.34 -2.18 -0.06
H: 5.78 -2.15 -2.00
H: 5.09 -3.76 -1.59
C: -3.27 1.32 -0.26
Cl: -4.05 1.40 -1.85
Cl: -3.81 2.54 0.84
H: -3.44 0.34 0.18
H: -2.21 1.43 -0.46
C: 5.22 1.54 0.32
Cl: 6.26 0.73 -0.89
Cl: 3.54 1.61 -0.19
H: 5.27 0.89 1.20
H: 5.65 2.49 0.65
C: -2.01 -2.89 4.47
Cl: -2.88 -4.29 3.86
Cl: -2.59 -2.44 6.09
H: -0.95 -3.12 4.58
H: -2.17 -2.11 3.73

How positive or negative is each atom? The Mulliken charges in e answer that:
1. C -0.78
2. N 0.85
3. O -0.50
4. O -0.51
5. H 0.32
6. H 0.32
7. H 0.29
8. C -0.36
9. N 0.84
10. O -0.51
11. O -0.45
12. H 0.34
13. H -0.20
14. H 0.34
15. C 0.03
16. Cl -0.07
17. Cl -0.14
18. H 0.03
19. H 0.28
20. C 0.36
21. Cl -0.01
22. Cl -0.04
23. H -0.08
24. H -0.09
25. C -0.40
26. Cl -0.14
27. Cl -0.05
28. H 0.24
29. H 0.40
30. C -0.38
31. Cl -0.13
32. Cl -0.12
33. H 0.26
34. H 0.34
35. C 0.61
36. Cl 0.12
37. Cl 0.08
38. H 0.13
39. H -0.30
40. C -0.41
41. Cl -0.13
42. Cl -0.05
43. H 0.25
44. H 0.38
45. C 0.23
46. Cl -0.15
47. Cl -0.15
48. H 0.25
49. H -0.15

| no. | F_max (eV/A) |
| --- | --- |
| 1 | 2.4 |
| 2 | 0.6 |
| 3 | 3.4 |